C10H24AlB2BrIN4O2 as an isolated structure. Source: the OMol25 dataset; level of theory: ωB97M-V/def2-TZVPD.

Computed properties:
* LUMO level: 2.687 eV
* HOMO-LUMO gap: 7.136 eV
* highest occupied orbital energy: -4.449 eV
* 2S+1: 1
* charge: -1
* energy above the lowest of the compared OMol25 structures with the same formula, charge and spin: 0.00 kcal/mol

Structure (XYZ):
```
45
Properties=species:S:1:pos:R:3:forces:R:3:nbo_charge:R:1
C 2.0651 2.0840 0.5097 -0.091 0.125 0.579 -0.40
N 1.4079 3.2791 -0.0456 0.300 -0.501 -1.262 -0.72
C 2.3787 4.2963 -0.4346 0.080 0.216 0.328 -0.40
B 0.3425 3.0192 -0.9903 -0.055 -0.047 0.374 0.54
O 0.3911 3.7647 -2.1939 -0.016 0.137 0.170 -0.97
Al -1.3655 1.7311 -0.6340 0.031 0.295 -0.377 0.77
Br -1.7048 0.3422 -2.5507 0.050 -0.107 -0.029 -0.58
I -1.0501 0.1869 1.4735 -0.028 -0.050 0.020 -0.54
B -3.1171 2.8458 -0.0474 0.030 0.207 -0.040 0.52
N -2.9822 4.0392 0.8330 0.348 -0.144 -0.024 -1.16
O -4.4117 2.4726 -0.3106 0.003 -0.465 0.243 -0.90
H 1.7911 1.1691 -0.0145 -0.081 0.049 0.011 0.21
H 3.1482 2.2002 0.4209 -0.014 -0.024 -0.009 0.18
H 1.8240 1.9402 1.5660 0.036 0.009 -0.011 0.20
H 3.0004 3.9928 -1.2857 -0.014 0.000 0.020 0.18
H 1.8740 5.2240 -0.7030 -0.001 -0.035 -0.042 0.19
H 3.0381 4.5219 0.4096 -0.012 -0.030 -0.014 0.18
H -0.0569 4.6097 -2.2119 -0.189 0.052 -0.059 0.49
H -2.0702 4.4663 0.7069 0.038 -0.062 0.092 0.37
H -2.9993 3.7874 1.8187 -0.303 0.050 0.007 0.38
H -5.0282 2.9612 0.2492 -0.054 0.256 -0.118 0.47
C 0.5323 -3.5437 -6.0513 -0.020 -0.010 0.000 -0.61
C 0.0305 -2.2573 -5.4102 0.021 -0.047 0.011 -0.38
C 1.1311 -1.4775 -4.6823 -0.095 0.060 -0.034 -0.52
C 1.7345 -2.2632 -3.6053 0.079 -0.161 0.157 0.31
N 2.2090 -2.9289 -2.7964 -0.062 0.135 -0.162 -0.36
H 0.9218 -4.2298 -5.2976 0.014 0.005 -0.004 0.22
H -0.2723 -4.0525 -6.5836 0.002 -0.003 0.002 0.21
H 1.3325 -3.3420 -6.7676 0.002 0.003 0.003 0.19
H -0.7671 -2.4722 -4.6975 -0.009 0.018 -0.006 0.22
H -0.3944 -1.5980 -6.1691 -0.001 0.020 0.017 0.21
H 0.7085 -0.5623 -4.2662 0.048 0.014 0.129 0.28
H 1.9314 -1.2007 -5.3733 -0.023 0.013 -0.012 0.23
C -0.1776 -3.5880 6.5305 -0.015 -0.018 0.008 -0.61
C -0.6961 -3.4593 5.1047 -0.011 0.009 0.026 -0.38
C -0.3293 -2.1231 4.4545 -0.013 0.035 -0.078 -0.52
C -0.8894 -0.9811 5.1776 -0.113 0.201 0.140 0.31
N -1.3431 -0.1021 5.7637 0.099 -0.210 -0.023 -0.35
H -0.6122 -2.8211 7.1735 0.016 0.009 -0.003 0.22
H -0.4279 -4.5623 6.9519 0.000 0.002 0.003 0.21
H 0.9086 -3.4776 6.5633 -0.001 0.004 -0.002 0.20
H -1.7819 -3.5731 5.0899 0.003 -0.007 -0.003 0.21
H -0.2854 -4.2564 4.4821 -0.001 0.011 -0.016 0.21
H -0.6936 -2.0646 3.4273 0.032 -0.015 0.000 0.28
H 0.7551 -1.9970 4.4161 -0.009 0.003 -0.012 0.24
```
Forces are in eV/Å.